No. 1
Below is the molecule C4H6Cl2NO4P, with properties calculated with wB97M-V/def2-TZVPD.

Cartesian coordinates (Å):
C 0.2096 -2.5274 -0.1124
C 0.0152 -0.2658 0.1690
C 1.4447 -1.9385 -0.7722
C 1.4612 -0.4979 -0.2818
N -0.7949 2.9023 -0.0750
O -0.5483 -1.5152 0.3972
O -0.1046 -3.6687 -0.0267
O -0.7724 0.5005 -0.6689
O -0.1032 0.5320 1.3310
P -1.2518 1.5097 0.6792
Cl -1.6561 2.3501 2.4741
Cl -3.4730 0.6602 0.4761
H 2.3264 -2.5117 -0.4990
H 1.3150 -2.0051 -1.8531
H 1.7411 0.2292 -1.0392
H 2.0978 -0.3767 0.5937
H -0.7187 2.8648 -1.0796
H -1.1880 3.7580 0.2876

Atoms 1-3, force components in eV/Å:
C 0.4 0.0 -0.2
C 0.7 0.1 -0.3
C 0.0 0.1 0.1

Properties
Total charge: 0
LUMO energy: -0.65 eV
Spin multiplicity: 1
Orbital gap: 0.3690 Eh
Energy above the lowest of the compared OMol25 structures with the same formula, charge and spin: 128.3 kJ/mol

Here are the Mulliken charges for atoms 1 to 8, given in e: atom 1 (C): 0.40, atom 2 (C): 1.11, atom 3 (C): -0.34, atom 4 (C): -0.84, atom 5 (N): -0.49, atom 6 (O): -0.32, atom 7 (O): -0.55, atom 8 (O): -0.56


No. 2
Below is the molecule C4H6Cl2O, with properties calculated with wB97M-V/def2-TZVPD.

Cartesian coordinates (Å):
C -0.7546 0.2758 -0.0565
C 0.5049 -0.3110 -0.3962
C -1.7171 -0.2384 1.0284
C 1.7587 0.4236 -0.8817
O -0.5132 -0.5845 -1.2009
Cl 0.8748 -1.6726 0.6218
Cl 2.4801 1.1127 0.5399
H -0.9534 1.2785 -0.4500
H -1.0677 -0.8617 1.6936
H -2.4636 -0.8260 0.5358
H -2.1987 0.5350 1.6749
H 1.5143 1.2259 -1.7328
H 2.5356 -0.3574 -1.3764

Atoms 1-3, force components in eV/Å:
C -2.4 1.7 -0.1
C 2.7 0.3 0.2
C 1.8 0.4 0.8

Properties
Total charge: 0
LUMO energy (alpha / beta): 0.71 / -4.55 eV
Spin multiplicity: 3
Orbital gap (alpha / beta): 0.1840 / 0.2218 Eh
Energy above the lowest of the compared OMol25 structures with the same formula, charge and spin: 401.1 kJ/mol

Here are the Mulliken charges for atoms 1 to 8, given in e: atom 1 (C): -0.16, atom 2 (C): 0.78, atom 3 (C): -1.08, atom 4 (C): -0.79, atom 5 (O): -0.44, atom 6 (Cl): -0.25, atom 7 (Cl): -0.06, atom 8 (H): 0.40


No. 3
Below is a cluster of 2 separate species, C4H6Cl2O3 in total, with properties calculated with wB97M-V/def2-TZVPD.

Cartesian coordinates (Å):
C -0.9216 -0.7993 0.2227
C -2.9899 -0.5417 -0.9538
C 2.6543 1.1777 1.1172
C 1.0126 -0.0586 -0.1983
O -1.1072 -1.5665 1.0983
O -1.6434 -0.1655 -0.6245
O 1.3221 0.7195 0.8543
Cl 1.8847 -1.5709 -0.1671
Cl 0.8487 0.7259 -1.7502
H -3.3894 -1.0787 -0.1357
H -3.0309 -1.3886 -1.6031
H -3.5804 0.4151 -1.2901
H 3.2691 0.4010 1.4004
H 2.6281 2.0054 1.7663
H 3.0430 1.7254 0.2636

Atoms 1-3, force components in eV/Å:
C -2.2 -1.1 1.5
C -1.4 1.2 -0.1
C -1.0 1.5 -2.1

Properties
Total charge: 0
LUMO energy (alpha / beta): 0.71 / -2.01 eV
Spin multiplicity: 3
Orbital gap (alpha / beta): 0.2249 / 0.3275 Eh

Here are the Mulliken charges for atoms 1 to 8, given in e: atom 1 (C): 0.37, atom 2 (C): -0.79, atom 3 (C): -0.84, atom 4 (C): 0.50, atom 5 (O): -0.40, atom 6 (O): -0.17, atom 7 (O): -0.26, atom 8 (Cl): -0.16


No. 4
Below is the molecule C4H6Cl2S, with properties calculated with wB97M-V/def2-TZVPD.

Cartesian coordinates (Å):
S -1.5110 -0.4053 -1.5862
C -0.5045 -0.6240 -0.0684
C 0.7693 0.1990 -0.1946
Cl 1.9707 0.0426 1.1211
Cl 0.1949 1.9109 -0.2615
C -0.5681 -1.9565 0.6406
C -1.2527 -0.8107 1.2288
H -0.8081 -1.2748 -2.3472
H 1.3236 0.0977 -1.1227
H -1.0174 -2.8232 0.1237
H 0.3710 -2.3816 1.1080
H -2.2929 -0.9528 1.2771
H -0.8794 -0.2362 2.0895

Atoms 1-3, force components in eV/Å:
S 0.4 -0.5 0.4
C -0.4 -0.7 -1.0
C -0.6 1.0 0.5

Properties
Total charge: 0
LUMO energy: 0.71 eV
Spin multiplicity: 1
Orbital gap: 0.3729 Eh
Energy above the lowest of the compared OMol25 structures with the same formula, charge and spin: 63.9 kJ/mol
Structure (SMILES): SC1(C(Cl)Cl)CC1

Here are the Mulliken charges for atoms 1 to 8, given in e: atom 1 (S): -0.17, atom 2 (C): 0.14, atom 3 (C): -0.03, atom 4 (Cl): -0.16, atom 5 (Cl): -0.16, atom 6 (C): -0.41, atom 7 (C): -0.64, atom 8 (H): 0.13


No. 5
Below is a cluster of 2 separate species, C4H6Cl5O2P in total, with properties calculated with wB97M-V/def2-TZVPD.

Cartesian coordinates (Å):
C -1.6168 -0.6602 0.2853
C -0.5180 1.9433 0.7557
C 1.9126 -0.8559 -0.3210
C 2.5636 0.2416 0.3839
O -0.5871 0.8211 -1.8292
O 2.1289 -0.9585 -1.6126
P -0.3434 0.4849 -0.4125
Cl -0.8292 -1.9299 1.3664
Cl -2.2968 2.5106 0.6714
Cl 2.4690 1.8060 -0.6032
Cl 4.4213 -0.0490 0.4821
Cl 1.9900 0.4312 1.9984
H -2.1432 -0.1308 0.9905
H -2.2390 -1.1772 -0.4839
H -0.4720 1.6384 1.7968
H 0.0694 2.7618 0.3620
H 1.4801 -1.6107 0.2715
H 1.9576 -0.0256 -2.0795

Atoms 1-3, force components in eV/Å:
C 1.5 -2.1 -1.1
C -1.9 -0.5 -0.7
C -2.8 3.3 -0.7

Properties
Total charge: 0
LUMO energy (alpha / beta): -1.19 / -1.19 eV
Spin multiplicity: 1
Orbital gap (alpha / beta): 0.2803 / 0.2804 Eh
Energy above the lowest of the compared OMol25 structures with the same formula, charge and spin: 290.2 kJ/mol

Here are the Mulliken charges for atoms 1 to 8, given in e: atom 1 (C): -0.57, atom 2 (C): -0.70, atom 3 (C): -0.88, atom 4 (C): 0.63, atom 5 (O): -0.68, atom 6 (O): -0.44, atom 7 (P): 0.80, atom 8 (Cl): -0.20


No. 6
Below is the molecule C4H6ClF, with properties calculated with wB97M-V/def2-TZVPD.

Cartesian coordinates (Å):
C 1.1975 1.7433 0.0163
C 0.9367 0.2178 0.0972
C 2.0701 -0.7521 -0.0390
C -0.2767 -0.3407 -0.0420
F -0.3593 -1.6433 0.0413
Cl -1.8291 0.3805 -0.0134
H 1.8214 1.9481 0.9436
H 0.2846 2.2929 -0.0572
H 1.8669 1.9529 -0.8349
H 2.6950 -0.3488 -0.7921
H 1.5743 -1.6163 -0.4710
H 2.5208 -1.1175 0.8727

Atoms 1-3, force components in eV/Å:
C 1.6 -2.1 1.2
C -1.2 1.2 -1.0
C -1.5 -0.5 -0.1

Properties
Total charge: 0
LUMO energy: 0.89 eV
Spin multiplicity: 1
Orbital gap: 0.3622 Eh
Energy above the lowest of the compared OMol25 structures with the same formula, charge and spin: 53.5 kJ/mol
Structure (SMILES): CC(C)=C(F)Cl

Here are the Mulliken charges for atoms 1 to 8, given in e: atom 1 (C): -1.11, atom 2 (C): 0.36, atom 3 (C): -1.16, atom 4 (C): 0.47, atom 5 (F): -0.24, atom 6 (Cl): -0.19, atom 7 (H): 0.27, atom 8 (H): 0.35


no.,F_max (eV Å⁻¹),E (Ha)
1,2.8,-1773.58671
2,8.3,-1151.32192
3,5.8,-1301.87914
4,3.7,-1474.54016
5,4.4,-2948.73541
6,2.9,-716.03071